Record 1
C22H47MgO5Si | ωB97M-V with the def2-TZVPD basis set

The geometry in ORCA input format:
```
! wB97M-V def2-TZVPD RIJCOSX def2/J DEFGRID3
* xyz 1 1
C 0.5368 3.9775 2.0198
H -1.4478 2.9466 -3.2476
H -1.8917 2.4424 3.1865
Mg -0.0472 0.9329 -0.0437
H -2.5881 -1.3646 1.7843
H 0.5514 -0.6536 -2.7312
C 0.7845 -3.9341 -1.6667
C -2.4004 2.6793 1.1061
H 2.8128 -1.4773 1.2315
H 2.8569 -2.7751 -0.4131
H 1.4645 4.4395 -1.0868
H 1.3667 -1.9838 -3.5695
C -1.8989 -2.2837 -0.1018
H -0.5288 -0.7060 2.7937
C -1.7554 1.9160 2.2400
O -0.3588 1.7072 1.9830
H 1.8973 -3.9164 1.1731
H -3.8666 -1.7829 0.6490
H 1.4648 -4.2948 -2.4479
H 0.8260 1.6794 -3.7144
H 0.2616 -4.2565 1.7268
H -2.1948 0.9248 2.3297
H -1.9461 1.3084 -2.7687
C -2.2495 2.8527 -1.2657
O 0.5035 3.9068 0.6004
O -1.9704 2.0618 -0.1078
H 3.0745 1.9823 -2.3708
H -1.9102 3.8745 -1.0776
C 2.1261 1.5837 -2.0113
C 1.7315 4.1531 -0.0706
C 2.6455 2.9462 -0.0685
H -1.0973 -2.3789 2.8710
H 2.9599 2.7003 0.9440
C -2.0953 -3.7355 0.3602
H 1.5036 -3.7757 2.8791
H -2.1062 3.7307 1.0868
C 0.6090 -1.7436 -2.8137
C 2.4671 -2.1809 -1.2372
C 0.9437 2.1912 -2.7562
H -0.3523 4.5248 2.3351
H -0.3497 -2.0778 -3.2041
H -1.4586 -4.4369 -0.1788
H 2.4046 -1.4787 2.9463
H -3.1351 -4.0417 0.1924
H 2.7073 -1.1376 -1.0117
H 1.7972 -0.2008 1.8972
H 2.1285 0.5091 -2.1703
H -3.3224 2.8567 -1.4712
H -0.2260 -4.1951 -1.9795
H -2.8618 -0.3728 0.3385
C 0.5627 2.5880 2.6293
C -0.2083 -1.7513 2.8456
H -3.4880 2.6146 1.1964
C -2.4101 -2.1742 -1.5450
H 0.3084 -1.8818 3.8040
H 1.0076 -4.4950 -0.7594
H 0.3436 2.6235 3.6994
C 1.1200 -3.5989 1.8668
H 3.5490 3.1580 -0.6450
H 1.4038 4.5414 2.3794
O -0.1870 1.9627 -1.9170
H 1.5341 2.1142 2.5059
Si -0.0568 -1.6420 -0.0134
H 2.2641 4.9981 0.3778
C 2.0126 -1.2765 1.9419
H -1.9540 -2.9038 -2.2111
H 1.0350 3.2633 -2.9419
C -1.4949 2.2387 -2.4187
H -1.8973 -3.8593 1.4245
C -2.8429 -1.3966 0.7257
C 0.7480 -2.1186 1.7008
O 2.0149 1.7673 -0.5884
H 3.0293 -2.4659 -2.1344
H -2.2356 -1.1783 -1.9692
H -3.4920 -2.3506 -1.5646
C 0.9677 -2.4203 -1.4779
*
```

Summary:
Frontier orbital gap = 7.68 eV
LUMO level = -2.195 eV
Highest occupied orbital energy = -0.363 Ha
M = 444.004 g mol⁻¹
DFT total energy = -47131.59076 eV
Energy above the lowest of the compared OMol25 structures with the same formula, charge and spin = 0.0 kcal/mol


Record 2
C22H47MnOSb2Si3 | ωB97M-V with the def2-TZVPD basis set

The geometry in ORCA input format:
```
! wB97M-V def2-TZVPD RIJCOSX def2/J DEFGRID3
* xyz 1 2
H -3.8956 1.0210 0.0195
H -1.1798 -2.0329 -0.8757
H -1.0304 -3.6344 -0.1221
H -3.2725 2.2090 -2.8176
H -0.8589 -3.4444 -1.8672
H 2.7148 -1.1775 -5.2535
H -2.8378 5.1952 3.4142
H 3.7663 -1.1172 -3.8369
H 1.9540 -5.0957 -1.0813
C -3.0625 3.6962 1.9005
H 4.0826 -1.7027 1.0812
H -0.6156 0.4220 4.2755
C -3.3358 1.9447 0.1557
C -0.2928 -1.3490 -3.7304
H -1.4905 -1.0098 4.8633
C -3.1721 1.8804 3.9603
H -3.8211 -0.5414 3.2959
H -0.3039 -2.4332 -3.8551
Sb -1.4608 -1.0501 2.1699
H -3.0666 4.4191 1.0924
H -0.6038 -0.9104 -4.6812
H -2.9094 -3.2938 1.7011
H -0.1035 3.9177 -1.6319
C -3.0150 3.2246 4.2458
C -2.2700 -3.0021 2.5325
H 0.1956 -1.1596 4.3197
H -1.0441 -1.0890 -2.9817
H -1.4798 -3.7402 2.6554
H 2.5338 -3.3048 1.3939
Si 1.2684 -2.7252 -0.6985
O 1.9628 0.5178 0.7752
H 4.7316 -1.7913 -0.5522
C 1.5828 -2.8117 1.1887
H 1.9615 -4.1867 -2.5933
H -2.9521 3.5554 5.2740
H 2.7747 -2.5429 -4.1391
H 0.6624 1.4128 -4.3443
H 4.6070 1.8175 -0.7074
C 1.6542 -1.0088 -1.3547
H -1.7535 4.3420 -1.1340
C -3.2036 2.3407 1.5924
C 1.3344 1.1859 -3.5133
C 2.2017 -4.1307 -1.5299
H -1.6450 2.3096 -3.5229
H 3.2797 -3.9840 -1.4388
H 0.8014 -3.3742 1.7055
C 4.3887 -1.1024 0.2237
C -0.7517 -0.6508 4.1494
C -0.6249 -2.9907 -0.9047
H -0.5004 4.0434 0.0964
C -3.3868 -0.0582 2.4213
H 5.2474 -0.4976 0.5218
Si 2.9895 -0.0539 -0.4801
Sb -1.4434 1.6900 -0.9093
H 3.0794 2.2559 -1.4818
C 2.7921 -1.4535 -4.1992
Mn 0.0174 -0.2716 0.0741
C -3.2534 1.4133 2.6463
H 4.1926 1.1411 -2.2754
H -3.9916 -0.3113 1.5519
C 3.7786 1.4373 -1.3086
C -2.9534 4.1399 3.2055
H 2.9104 2.1849 1.5784
H 2.3137 1.5949 -3.7648
H 0.9661 1.7160 -2.6300
Si 1.3981 -0.6855 -3.1891
H -3.2588 1.1705 4.7751
H 1.6513 1.4494 2.5911
C 2.4672 1.2402 1.9005
C -2.2971 1.7292 -2.8725
C -0.8753 3.7510 -0.8818
H 3.2261 0.6512 2.4210
H -2.8620 -2.9505 3.4440
H -2.4065 0.7280 -3.2825
H -3.8379 2.7337 -0.4045
H 1.6314 -1.8120 1.6338
*
```

Summary:
Frontier orbital gap (alpha / beta) = 7.39 / 7.60 eV
LUMO level (alpha / beta) = -3.366 / -3.211 eV
Expectation value of S² = 0.893
Highest occupied orbital energy (alpha / beta) = -0.395 / -0.397 Ha
M = 710.333 g mol⁻¹
DFT total energy = -93647.42015 eV